DFT (the ωB97M-V functional and the def2-TZVPD basis) results for a 3-piece molecular cluster, C19H39FO13P2S overall.

Each line ends with the Löwdin charge.
CARTESIAN COORDINATES (ANGSTROEM)
1 C 8.98037 0.35708 1.50973  0.046
2 C 8.23844 0.21677 0.36013  -0.052
3 C 6.78176 0.53211 0.44537  -0.515
4 O 5.98291 -0.06599 1.13135  0.096
5 O 6.51074 1.61664 -0.28659  0.009
6 C 5.11228 1.94007 -0.38697  -0.153
7 C 4.71616 3.05114 0.59526  -0.147
8 C 3.65479 2.64087 1.63752  -0.195
9 C 2.30157 3.30504 1.41325  -0.210
10 C 1.62122 2.75754 0.14762  -0.189
11 C 0.16221 3.19245 -0.03882  -0.141
12 C -0.88860 2.20304 0.46719  -0.321
13 C -0.61343 0.74729 0.09089  -0.101
14 C -1.94858 0.02979 0.00794  -0.348
15 F -2.52056 0.39122 -1.20959  0.011
16 O -2.88470 0.47598 0.99033  -0.170
17 S -2.21000 0.87646 2.39306  0.637
18 O -3.26533 1.29396 3.25473  -0.256
19 O -1.44301 -0.22872 2.88109  -0.252
20 C -1.14997 2.25655 1.98238  -0.146
21 H 8.87747 -0.32576 2.34985  0.070
22 H 9.66891 1.18986 1.63398  0.065
23 H 8.68880 -0.09400 -0.57928  0.107
24 H 4.46677 1.06959 -0.32425  0.118
25 H 4.99110 2.33512 -1.39419  0.125
26 H 4.31359 3.88401 0.01528  0.104
27 H 5.61509 3.43287 1.07552  0.117
28 H 3.52132 1.55888 1.63454  0.110
29 H 4.01809 2.94641 2.61932  0.108
30 H 1.66074 3.13975 2.28277  0.096
31 H 2.38355 4.38720 1.28457  0.117
32 H 2.18184 3.18670 -0.68673  0.114
33 H 1.76849 1.67892 0.08425  0.107
34 H -0.00326 4.15802 0.44673  0.122
35 H -0.00302 3.34956 -1.10485  0.121
36 H -1.83886 2.46470 -0.00188  0.143
37 H -0.02396 0.23064 0.85055  0.133
38 H -0.06508 0.63831 -0.84099  0.119
39 H -1.85379 -1.05372 0.02039  0.166
40 H -1.72048 3.15474 2.20788  0.118
41 H -0.24568 2.20855 2.58052  0.108
42 C -0.67241 -1.20159 -2.81124  -0.075
43 O 0.40678 -1.91010 -2.17343  -0.252
44 P 1.84907 -1.75641 -2.85405  0.437
45 O 2.15472 -0.32733 -2.97440  -0.236
46 O 1.45646 -2.43334 -4.29161  -0.247
47 C 0.73334 -3.66704 -4.34959  -0.123
48 O 3.26221 -2.47586 -2.67315  -0.194
49 C 3.50162 -3.84966 -3.01233  -0.083
50 H -1.05385 -0.47316 -2.11269  0.039
51 H -0.37463 -0.71159 -3.73451  0.102
52 H -1.46509 -1.91652 -3.03474  0.103
53 H -0.18848 -3.50747 -4.90822  0.090
54 H 0.48134 -4.04835 -3.35975  0.084
55 H 1.33753 -4.40782 -4.87197  0.085
56 H 3.61495 -3.94292 -4.09071  0.093
57 H 2.70863 -4.50483 -2.65848  0.085
58 H 4.43262 -4.14112 -2.53388  0.093
59 C -7.19798 -3.30963 3.18085  -0.090
60 O -7.47935 -1.93277 2.89313  -0.249
61 P -7.96529 -1.60684 1.40212  0.437
62 O -9.10630 -2.45975 1.06881  -0.229
63 O -6.59307 -2.09193 0.64635  -0.246
64 C -5.31060 -1.67823 1.12796  -0.126
65 O -8.17694 -0.25746 0.57048  -0.194
66 C -7.10027 0.61607 0.19942  -0.083
67 H -7.89182 -3.64323 3.94851  0.094
68 H -7.29402 -3.94276 2.30297  0.089
69 H -6.17858 -3.37016 3.56091  0.090
70 H -4.71927 -2.56362 1.36498  0.094
71 H -5.38344 -1.05397 2.01860  0.085
72 H -4.80614 -1.11489 0.34507  0.067
73 H -6.56874 0.19667 -0.65293  0.093
74 H -6.41030 0.79354 1.02200  0.085
75 H -7.54265 1.56447 -0.09429  0.092

Values from the calculation:
SMILES string: C=CC(=O)OCCCCCC[C@H]1C[C@H](F)OS(=O)(=O)C1.COP(=O)(OC)OC.COP(=O)(OC)OC
HOMO level in eV: -8.34
Frontier orbital gap in eV: 7.883
Net charge: 0
LUMO energy in eV: -0.46
Molecular weight in g/mol: 588.5

=====

DFT (the ωB97M-V functional and the def2-TZVPD basis) results for a 3-piece molecular cluster, C19H39IO11P2Si overall.

Each line ends with the Löwdin charge.
CARTESIAN COORDINATES (ANGSTROEM)
1 C -2.22758 -4.21475 4.68113  -0.180
2 Si -2.31533 -2.61572 3.67138  0.557
3 C -1.05902 -1.44164 4.45111  -0.193
4 C -1.88459 -3.10773 1.89576  -0.165
5 C -4.11866 -2.02540 3.75477  -0.182
6 C -4.68424 -0.82032 3.77710  -0.609
7 I -3.70873 1.02982 3.70551  0.979
8 C -6.19035 -0.97371 3.84817  -0.471
9 O -7.01762 -0.13569 3.71285  0.161
10 O -6.46310 -2.30762 4.11035  0.152
11 C -5.30656 -2.96724 3.77163  -0.440
12 O -5.23881 -4.11800 3.47840  0.164
13 H -1.22006 -4.63368 4.66964  0.036
14 H -2.43407 -3.93550 5.72368  0.037
15 H -2.98837 -4.94065 4.39899  0.024
16 H -0.51407 -1.99584 5.22196  0.031
17 H -0.31275 -1.19320 3.69260  0.032
18 H -1.47806 -0.56250 4.93224  -0.029
19 H -2.30312 -4.10903 1.75704  0.034
20 H -0.80292 -3.17123 1.77265  0.031
21 H -2.35385 -2.46559 1.14893  0.030
22 C -1.63998 5.06258 3.47327  -0.083
23 C -1.65070 5.01288 1.95720  -0.284
24 O -0.34214 4.81569 1.42419  -0.227
25 P 0.34791 3.31763 1.56702  0.633
26 O -0.45796 2.58453 0.53538  -0.219
27 O 1.72912 3.50660 0.69514  -0.242
28 C 2.04967 2.64545 -0.39908  -0.280
29 C 1.65416 3.27976 -1.71706  -0.067
30 O 1.12060 3.73835 2.95797  -0.236
31 C 2.31809 4.52711 3.02597  -0.261
32 C 2.20935 5.92185 2.45230  -0.075
33 H -1.36820 4.08935 3.89235  0.061
34 H -2.62471 5.33456 3.85713  0.079
35 H -0.90946 5.78459 3.83630  0.074
36 H -2.31858 4.22480 1.59505  0.105
37 H -2.01490 5.95959 1.55779  0.119
38 H 1.59266 1.66537 -0.26956  0.101
39 H 3.13142 2.49337 -0.38214  0.117
40 H 0.62569 3.64026 -1.70587  0.077
41 H 1.76403 2.56996 -2.53934  0.070
42 H 2.28465 4.14717 -1.92086  0.076
43 H 3.15025 3.98103 2.58483  0.113
44 H 2.54132 4.60990 4.09183  0.120
45 H 2.07722 5.91092 1.37249  0.071
46 H 3.12425 6.47675 2.66845  0.084
47 H 1.36373 6.45828 2.88178  0.072
48 C 4.78657 -2.87280 -5.51145  -0.083
49 C 3.64378 -2.12676 -6.17740  -0.285
50 O 2.41574 -2.27148 -5.46105  -0.225
51 P 2.23258 -1.46264 -4.03104  0.657
52 O 1.95502 -0.08434 -4.56457  -0.217
53 O 0.65086 -1.79649 -3.68634  -0.261
54 C -0.31373 -0.76672 -3.45996  -0.279
55 C -1.10613 -0.48770 -4.72147  -0.071
56 O 2.66893 -2.78812 -3.14799  -0.241
57 C 1.81908 -3.90860 -2.86140  -0.265
58 C 1.31269 -4.66376 -4.06935  -0.075
59 H 5.04196 -2.42407 -4.54798  0.070
60 H 5.67705 -2.85092 -6.14129  0.078
61 H 4.51355 -3.91042 -5.32130  0.074
62 H 3.88301 -1.06492 -6.28789  0.110
63 H 3.47060 -2.52956 -7.17551  0.118
64 H 0.15893 0.13639 -3.07775  0.096
65 H -0.98693 -1.12660 -2.67834  0.116
66 H -0.45290 -0.32589 -5.57865  0.074
67 H -1.74121 0.39025 -4.59464  0.078
68 H -1.74009 -1.34199 -4.96636  0.075
69 H 0.99964 -3.60029 -2.21466  0.112
70 H 2.43621 -4.58587 -2.26649  0.119
71 H 0.61597 -4.07200 -4.65900  0.070
72 H 0.78878 -5.56414 -3.74268  0.083
73 H 2.13439 -4.95367 -4.72387  0.073

Values from the calculation:
SMILES string: C[Si](C)(C)C1=C(I)C(=O)OC1=O.CCOP(=O)(OCC)OCC.CCOP(=O)(OCC)OCC
HOMO level in eV: -9.97
Frontier orbital gap in eV: 8.950
Net charge: 0
LUMO energy in eV: -1.03
Molecular weight in g/mol: 660.4

=====

| no. | total energy (eV) |
| --- | --- |
| 1 | -79081.658 |
| 2 | -77414.396 |